A molecular structure, C26H32NO6Pt in a non-equilibrium geometry. Source: OMol25; level of theory: the ωB97M-V functional and the def2-TZVPD basis.

Atoms and positions in Å:
O -1.44166 -2.23738 -4.16276
C -0.76670 -3.53311 -4.31942
C -1.52903 -3.91722 -5.57493
H -1.00320 -4.16282 -3.46550
H 0.31884 -3.43490 -4.46652
C -2.30310 -2.61793 -5.27200
H -2.08779 -4.84257 -5.47341
H -0.92608 -3.91809 -6.48120
C -3.70444 -2.96029 -4.80584
H -3.66979 -3.68434 -3.98558
H -4.27552 -3.38678 -5.62775
H -4.22738 -2.06947 -4.44638
C -2.25383 -1.57675 -6.36500
H -1.21807 -1.31904 -6.58523
H -2.77930 -0.67760 -6.03117
H -2.73779 -1.94560 -7.27246
Pt 0.29864 1.49934 0.69507
C 1.39394 3.56143 0.37588
C 2.34503 2.52964 0.73850
C 2.32997 1.51540 -0.30304
H 3.03055 2.56826 1.57502
C 1.35044 1.93793 -1.29806
C 0.80780 3.19872 -0.88341
H 0.11235 3.80143 -1.45363
H 1.20642 4.47593 0.93134
H 2.98099 0.64740 -0.35075
H 1.11562 1.43466 -2.22974
C -1.77723 2.76694 1.96204
C -1.91190 3.08049 0.59643
C -1.78617 1.87160 -0.18316
H -2.15294 4.05820 0.17914
C -1.72360 0.76521 0.76329
C -1.55730 1.34111 2.08662
H -1.48983 0.75430 2.99786
H -1.93119 3.43929 2.80398
H -1.88902 1.74807 -1.26015
H -1.93485 -0.27806 0.55345
O -1.20804 -2.66120 -1.64371
C -0.78873 -1.31152 -1.99214
C 0.63519 -1.36945 -2.58646
H -0.72618 -0.74986 -1.04101
H -1.51295 -0.80107 -2.62545
C 1.21543 -2.62221 -1.87360
H 1.21466 -0.46667 -2.32468
H 0.65820 -1.45132 -3.67368
C 0.01619 -3.20742 -1.08617
H 1.98111 -2.27492 -1.17918
H 1.66264 -3.33516 -2.57570
H 0.10473 -2.87270 -0.04078
H -0.02629 -4.30289 -1.08306
O 0.67504 3.36204 3.27563
C 1.03527 2.20193 3.54835
O 1.04012 1.16303 2.74593
C 1.53327 1.90077 4.94823
C 2.48962 0.89398 5.18381
C 2.97142 0.65150 6.46853
C 2.49087 1.42111 7.55133
C 1.51199 2.42552 7.32980
C 1.06764 2.66745 6.03209
N 3.06806 1.26381 8.84493
O 3.97950 0.42107 9.01153
O 2.61995 1.96108 9.78365
H 2.85075 0.30877 4.33596
H 3.71757 -0.11801 6.65416
H 1.15289 2.99818 8.18881
H 0.35723 3.47075 5.86136

Output
HOMO (spin up / spin down) ... -2.724 / -2.943 eV
HOMO-LUMO gap (spin up / spin down) ... 0.1509 / 0.1591 Eh
Max |F| ... 2.791 eV Å⁻¹
E_LUMO (spin up / spin down) ... 1.4 / 1.4 eV
E_tot ... -44495.7067 eV
Multiplicity ... 3
Total charge ... -1